Entry 1:
{"formula": "C2H2InO2", "method": "wB97M-V/def2-TZVPD", "elements": ["H", "O", "C", "C", "O", "H", "In"], "coordinates": [[-1.2200, -0.1855, -0.9558], [0.8829, -1.0308, 0.1736], [-0.4134, -0.5890, 0.1505], [-0.6467, 0.8072, -0.0972], [0.4239, 1.5354, -0.3165], [-1.1278, -1.0275, 0.8741], [2.1011, 0.4902, 0.1714]], "forces_ev_per_a": [[1.03, -0.59, 0.20], [-3.64, -1.14, -0.46], [-0.08, 0.69, 1.60], [4.47, 0.72, 0.15], [-4.61, -0.21, -0.41], [0.13, -0.42, -1.18], [2.70, 0.95, 0.10]], "lowdin_charge": [0.26, -0.25, -0.25, -0.05, -0.18, 0.17, 1.29], "total_charge": 1, "de_lowest_kcal_mol": 0.0, "homo_lumo_gap_ha": [0.277, 0.285]}

Entry 2:
{"formula": "C10H19N2", "method": "wB97M-V/def2-TZVPD", "elements": ["C", "C", "C", "C", "C", "C", "C", "C", "C", "C", "N", "N", "H", "H", "H", "H", "H", "H", "H", "H", "H", "H", "H", "H", "H", "H", "H", "H", "H", "H", "H"], "coordinates": [[1.3636, -2.9475, 0.8896], [1.8764, 1.6634, 0.5881], [2.9004, -0.0579, -0.8830], [0.6216, 0.7216, 0.7449], [-0.1392, 0.1982, -0.4265], [0.8491, -0.6823, 0.3831], [-2.4182, 0.6548, -1.4042], [-2.2252, 0.7202, 1.0643], [-2.1483, -1.4189, -0.0996], [-1.7758, 0.0177, -0.2117], [0.8183, -1.7985, 1.0500], [2.5648, 1.3633, -0.7241], [1.2750, -3.6750, 1.6820], [2.0353, -3.3138, 0.1498], [1.6582, 2.7227, 0.5683], [2.4296, 1.4635, 1.4565], [3.7449, -0.4598, -0.2688], [2.9715, -0.4032, -1.8717], [0.0274, 0.9053, 1.6830], [-0.1101, 0.3852, -1.4493], [-1.8321, 1.6017, -1.4665], [-3.5171, 0.9523, -1.2301], [-2.2460, -0.0780, -2.2312], [-1.9545, 0.4060, 2.1498], [-1.7873, 1.7411, 1.2095], [-3.2870, 0.8653, 1.1528], [-3.1652, -1.5380, -0.4531], [-1.9846, -1.7511, 0.9753], [-1.4600, -2.0177, -0.6404], [1.7150, 1.6680, -1.3365], [3.1992, 2.0910, -1.0506]], "forces_ev_per_a": [[-0.65, 1.11, 1.54], [-1.52, -0.32, -0.27], [-1.10, -1.27, 2.61], [1.48, 1.56, 0.19], [-2.73, -2.00, 3.08], [0.73, 2.39, -3.25], [-0.30, 1.05, -0.03], [1.10, 1.88, 2.73], [0.34, -0.74, 1.95], [1.49, 0.25, 2.11], [0.75, -2.56, 0.22], [-2.99, 0.64, -0.79], [-0.76, -0.10, 0.22], [0.63, 0.69, -1.20], [-0.37, 0.22, 0.05], [1.54, -0.28, 0.78], [-0.79, 1.09, -0.31], [-0.20, -0.04, -1.32], [0.85, -0.12, -1.07], [1.34, 0.41, -1.66], [-0.76, -0.35, -0.98], [1.67, -0.83, -0.45], [-0.45, 1.17, 0.09], [-0.14, -0.88, -1.99], [-0.52, -0.24, -0.97], [-0.60, -0.14, -0.41], [-0.19, -0.45, 0.22], [-0.70, 0.20, -1.26], [0.31, -0.78, -1.02], [1.62, -1.48, 0.51], [0.92, -0.08, 0.68]], "lowdin_charge": [0.08, -0.06, 0.00, -0.16, -0.07, -0.14, -0.06, -0.09, -0.06, -0.58, 0.09, -0.04, 0.09, 0.08, 0.13, 0.12, 0.09, 0.04, 0.15, 0.11, 0.10, 0.13, 0.11, 0.12, 0.09, 0.08, 0.10, 0.11, 0.07, 0.20, 0.17], "total_charge": 1, "de_lowest_kcal_mol": 165.2, "homo_lumo_gap_ha": [0.303, 0.303]}

Strongest force on any atom across the listed records, respectively: 4.629; 4.574 eV/A.
E_tot across the listed records, respectively: -11362.3547; -13645.7580 eV.